No. 1
{"formula": "C26H20ClF8O6W", "method": "ωB97M-V with the def2-TZVPD basis set", "symbols": ["H", "O", "H", "C", "C", "H", "O", "C", "F", "C", "C", "H", "C", "H", "C", "H", "C", "H", "C", "F", "F", "C", "H", "H", "C", "O", "H", "C", "C", "C", "C", "C", "O", "C", "C", "W", "H", "C", "C", "H", "O", "C", "H", "H", "F", "C", "H", "F", "H", "O", "H", "C", "F", "H", "C", "Cl", "C", "H", "F", "C", "F", "H"], "xyz": [[-0.26621, 0.91186, -3.13235], [-2.30899, 2.45002, -2.12623], [0.69775, 3.22095, 2.35449], [3.15359, 2.13658, -2.82764], [0.60231, -2.23223, -0.45289], [-1.74707, -0.00333, -2.77005], [-0.14870, -0.27592, -1.44688], [-1.08065, -1.79174, 3.16262], [3.63195, -0.64011, 0.13986], [-0.56219, -0.39306, 3.01707], [-3.05163, -0.36896, -0.06393], [-0.77687, -1.21310, -4.29045], [-0.09861, -1.67533, -1.51812], [-3.01030, 2.86814, 2.89355], [-0.45524, -3.86202, -2.36959], [3.12335, 1.63935, 3.71619], [-4.21839, 0.27324, 0.72225], [1.08875, -1.58080, 0.26587], [0.75635, -3.59896, -0.31885], [-3.90231, 1.52207, 1.11673], [-4.43822, -0.45047, 1.83958], [0.81529, -0.12638, 2.89742], [2.96691, 2.35312, 2.10697], [-1.95029, -1.94741, 2.52652], [3.47115, 0.26288, -0.83443], [-3.21183, -0.89272, -1.12324], [1.52009, -0.94855, 2.92651], [0.19731, -4.41468, -1.28589], [4.25514, 1.29734, -2.84661], [1.29488, 1.19046, 2.78366], [-1.98515, 3.17580, 2.71381], [2.35338, 1.09588, -0.80451], [1.48701, 0.93927, 0.20871], [-1.04525, 2.01029, 2.78035], [2.75894, 1.46536, 2.70001], [-0.28312, 0.75234, 0.91444], [1.31387, -4.02094, 0.50477], [-1.46345, 0.70020, 3.03133], [-1.29944, -2.03335, -3.80072], [-1.38507, -1.94789, 4.19962], [-1.89634, -0.31554, 0.58739], [0.35097, 2.21928, 2.57976], [-1.93110, 3.65726, 1.73654], [-0.32086, -2.52686, 2.90696], [-5.32678, 0.31756, 0.01639], [-0.61391, -2.48292, -2.53367], [-1.31515, -2.86444, -4.50196], [5.46951, -0.44789, -1.83973], [3.29492, 0.61595, 2.28315], [-0.99157, 1.99447, -0.39237], [-2.52388, 0.49570, 3.11091], [-0.91472, 0.53389, -2.33663], [2.99463, 3.04354, -3.78111], [-2.33342, -1.73360, -3.62670], [2.21101, 2.03866, -1.81212], [0.34812, -6.13463, -1.15624], [-1.49716, 1.74041, -1.61937], [-1.68969, 3.90300, 3.47125], [1.16940, 2.86859, -1.81970], [4.41694, 0.35480, -1.83910], [5.15161, 1.39643, -3.81363], [-0.85152, -4.52086, -3.12999]], "mulliken_spin": [0.002, 0.020, 0.017, -0.002, 0.096, -0.001, 0.024, -0.011, 0.000, 0.023, 0.023, 0.000, -0.025, 0.000, 0.003, -0.001, 0.006, -0.034, 0.033, -0.001, 0.001, 0.177, 0.001, 0.000, -0.002, 0.005, 0.030, 0.001, 0.004, -0.070, -0.012, -0.004, -0.026, 0.032, 0.002, 1.492, 0.001, 0.031, 0.000, 0.004, 0.083, 0.037, 0.004, -0.001, 0.001, -0.007, 0.000, 0.000, 0.001, 0.007, 0.015, 0.007, 0.000, 0.000, 0.010, 0.000, 0.004, 0.000, 0.000, -0.002, 0.000, 0.000], "gap_ha": [0.2600, 0.2261], "total_charge": 1, "e_tot_ev": -75653.1189, "s2": 2.0073, "multiplicity": 3, "e_lumo_ev": [-4.33, -5.28]}


No. 2
{"formula": "C26H20FN5O2S2", "method": "ωB97M-V with the def2-TZVPD basis set", "symbols": ["H", "C", "C", "H", "N", "C", "H", "C", "H", "C", "C", "O", "H", "C", "C", "C", "N", "H", "C", "O", "N", "H", "C", "C", "C", "C", "C", "S", "C", "C", "H", "H", "N", "H", "C", "N", "C", "H", "H", "S", "H", "C", "C", "H", "F", "H", "C", "C", "H", "H", "H", "C", "C", "H", "H", "C"], "xyz": [[-1.55066, 0.41513, 4.25141], [4.00642, 1.69309, 2.65512], [1.88647, 2.08874, 3.72066], [1.05688, -3.57266, -1.01979], [-1.24865, -3.72740, -3.45512], [-1.85414, -2.56045, -3.24246], [-4.49732, 1.87533, -2.88017], [2.37704, -1.16961, -0.66395], [-1.01843, 1.49566, 2.09433], [-4.42597, -0.01848, -4.05813], [0.94089, 2.08859, 2.70276], [-0.04296, -1.16753, -0.37814], [4.85161, 0.98569, 4.39470], [-6.05303, 0.51429, -5.32210], [0.35304, 0.87017, 5.11590], [-0.58850, 0.88193, 4.10121], [-5.89089, 1.55871, -4.47240], [2.72938, -0.93854, 3.14745], [-0.37495, -2.01553, -1.39810], [3.99774, 1.66261, 1.45137], [4.65648, 0.74904, 3.43025], [4.49717, -1.08723, -0.75892], [-0.29181, 1.49129, 2.89284], [-3.35646, -0.81823, -3.53418], [-6.64899, 2.77582, -4.42968], [-2.95200, -2.03885, -3.97642], [0.23221, -3.24210, -1.63268], [-2.40840, -0.23567, -2.17868], [1.38575, -1.08352, 1.50555], [5.44808, -0.27872, 2.94238], [1.17983, 2.55170, 1.75744], [3.74714, 2.92468, 4.42182], [-5.19968, -0.44180, -5.10503], [0.50293, -1.08488, 2.12386], [-0.24413, -4.04124, -2.67035], [5.05867, -0.92177, 1.82335], [1.22591, -1.16879, 0.12664], [2.31567, 1.45703, 5.72455], [0.22121, -4.99720, -2.86902], [6.83723, -0.67598, 3.72630], [-5.99923, 3.63659, -4.60227], [3.24205, 2.70738, 3.48130], [2.63840, -0.99301, 2.07431], [-7.41452, 2.74862, -5.20324], [2.27177, -1.23696, -2.00625], [-6.80737, 0.49598, -6.08352], [-1.44445, -1.67321, -2.21871], [-4.85131, 1.22904, -3.65668], [0.12766, 0.39509, 6.05930], [5.78444, -1.45542, 1.36269], [3.14170, 3.62100, 2.89560], [3.77589, -0.98461, 1.27052], [1.58765, 1.46663, 4.92518], [-7.13047, 2.89190, -3.45627], [-3.42000, -2.54647, -4.79773], [3.63697, -1.09587, -0.10880]], "nbo_charge": [0.218, 0.709, 0.074, 0.228, -0.417, 0.141, 0.218, 0.370, 0.220, 0.031, -0.239, -0.469, 0.427, 0.182, -0.204, -0.223, -0.336, 0.231, 0.305, -0.571, -0.669, 0.236, -0.193, -0.149, -0.399, -0.233, -0.329, 0.383, -0.154, 0.276, 0.226, 0.220, -0.437, 0.230, 0.053, -0.576, 0.184, 0.209, 0.193, -0.179, 0.210, -0.532, -0.266, 0.218, -0.311, 0.196, -0.213, -0.075, 0.217, 0.427, 0.247, 0.175, -0.249, 0.209, 0.249, -0.285], "gap_ha": 0.2928, "total_charge": 0, "e_tot_ev": -63221.0740, "smiles": "Cn1cnc(-c2cc3nccc(Oc4ccc(NC(=S)NC(=O)Cc5ccccc5)cc4F)c3s2)c1", "multiplicity": 1, "e_lumo_ev": 0.05}